The following is a quantum chemistry calculation of 2 unconnected molecules or ions with the total composition C20H20F3NO3 in a non-equilibrium geometry, from the Open Molecules 2025 dataset.

## Properties
Orbital gap in eV: 4.457
Total charge: 0
LUMO in eV: -2.25
Relative energy (zero: lowest compared OMol25 entry of this formula, charge and spin) in eV: 5.570

Structure (XYZ):
```
47
Properties=species:S:1:pos:R:3:forces:R:3
C -0.458 0.307 -4.452 0.0 0.1 0.1
N -0.147 -0.659 -3.431 0.3 -1.1 -0.4
C -1.139 -1.433 -3.018 0.3 0.8 0.4
C -0.649 -2.894 -2.770 -0.4 0.2 0.0
F -0.711 -3.581 -3.955 0.1 0.2 1.0
F 0.638 -2.975 -2.321 -0.7 -0.2 -0.1
F -1.440 -3.535 -1.876 0.6 0.0 -0.4
O -2.329 -1.169 -2.826 0.0 -0.5 -0.4
H 0.344 0.252 -5.203 -0.2 0.2 0.1
H -1.415 0.120 -4.973 0.2 0.2 0.4
H -0.452 1.320 -4.023 -0.2 0.2 -0.4
C -3.792 5.533 0.834 0.3 0.0 -0.4
O -3.017 5.428 -0.383 0.3 -0.6 0.4
C -2.175 4.369 -0.507 -0.1 -0.3 0.0
C -1.473 4.241 -1.734 -0.4 0.1 0.6
C -0.657 3.154 -1.954 0.2 -0.4 0.2
C -0.472 2.152 -0.958 -0.5 0.3 0.4
C 0.410 1.037 -1.142 0.3 0.4 -0.2
C 0.910 0.306 -0.070 0.3 -0.4 0.4
C 1.655 -0.860 -0.200 -0.2 0.9 -0.2
C 1.974 -1.707 0.901 0.2 -0.5 0.9
C 2.976 -2.713 0.799 -0.4 0.4 -0.2
C 3.277 -3.536 1.857 -0.3 -0.1 0.8
C 2.558 -3.416 3.076 -0.2 0.2 -0.1
O 2.852 -4.312 4.053 -0.4 0.6 -0.2
C 2.082 -4.261 5.275 0.2 0.0 -0.4
C 1.568 -2.410 3.212 0.3 -0.4 0.1
C 1.289 -1.582 2.141 0.3 0.0 -0.4
C -1.187 2.303 0.263 0.3 0.1 -0.3
C -2.010 3.388 0.503 -0.1 0.3 -0.3
H -4.423 6.409 0.682 0.1 -0.1 0.1
H -4.414 4.639 0.988 0.2 0.2 -0.1
H -3.137 5.682 1.703 -0.2 0.0 -0.2
H -1.613 5.016 -2.484 0.0 -0.2 0.1
H -0.108 3.066 -2.892 -0.2 0.0 0.3
H 0.749 0.784 -2.144 -0.1 -0.1 0.0
H 0.751 0.704 0.938 -0.2 -0.4 -0.4
H 2.031 -1.127 -1.185 -0.3 -0.1 0.0
H 3.514 -2.816 -0.143 -0.1 0.0 0.2
H 4.043 -4.305 1.794 -0.2 0.2 -0.1
H 2.465 -5.090 5.870 -0.1 0.2 0.0
H 2.239 -3.309 5.800 0.0 -0.2 -0.1
H 1.010 -4.400 5.075 0.3 0.0 0.0
H 1.015 -2.302 4.150 0.2 0.0 -0.5
H 0.505 -0.831 2.243 0.2 -0.3 0.0
H -1.092 1.537 1.032 -0.1 0.2 -0.2
H -2.542 3.475 1.453 0.2 -0.1 -0.4
```
Forces are in eV/Å.